No. 1
Formula: C21H24BrClN4O3
Source: the OMol25 dataset
Level of theory: wB97M-V/def2-TZVPD

```
54
Properties=species:S:1:pos:R:3
C -4.737 -1.706 -0.714
H -5.469 -1.150 -1.209
H -4.924 -2.006 0.144
H -4.523 -2.570 -1.494
C -3.543 -0.963 -0.828
N -2.365 -1.476 -0.240
C -1.849 -2.423 -1.107
H -2.203 -3.292 -1.346
C -0.286 -2.388 -1.242
N 0.435 -1.163 -1.213
C 0.811 -0.305 -0.096
O 0.914 -0.914 0.875
C 1.209 0.824 -0.439
C -0.055 1.783 0.181
C -1.131 1.935 -0.852
C -2.368 2.451 -0.098
C -2.418 2.572 1.181
C -1.442 2.428 2.074
C -0.100 2.078 1.443
N 0.852 1.804 2.435
C 2.128 1.556 1.782
O 2.982 1.696 2.802
N 2.307 1.523 0.566
C 3.560 1.248 0.178
C 4.608 2.306 0.048
C 5.976 1.990 -0.204
C 6.197 0.682 -0.984
C 5.248 0.090 -1.309
C 3.852 0.056 -0.668
H 3.213 -0.687 -0.925
H 5.463 -0.819 -1.934
Cl 7.754 0.635 -1.729
H 6.692 2.730 0.056
H 4.353 2.859 0.886
H 0.756 1.806 3.320
H -1.470 2.886 3.085
H -3.357 3.138 1.331
Br -3.726 2.879 -1.155
H -1.034 1.783 -1.760
O 1.340 1.374 -1.581
H 1.758 2.100 -1.637
H 0.149 -0.496 -1.805
H -0.053 -2.898 -0.159
H 0.100 -3.182 -1.930
H -2.099 -1.826 -2.334
C -2.034 -1.864 1.085
C -2.531 -3.341 1.490
H -1.813 -4.107 1.034
H -2.539 -3.265 2.422
H -3.759 -3.377 1.171
H -2.759 -1.048 1.637
H -1.122 -1.625 1.347
H -3.220 -0.233 -1.741
H -3.723 -0.089 0.158
```

As for the multiplicity: 1. The value obtained for the relative energy (zero: lowest compared OMol25 entry of this formula, charge and spin) is 506.0 kcal/mol. As for the HOMO-LUMO gap: 0.2889 Ha. The value obtained for the total energy is -116814.4167 eV. The maximum force comes out at 19.7 eV/Å.

No. 2
Formula: C5H8N2
Source: the OMol25 dataset
Level of theory: wB97M-V/def2-TZVPD

```
15
Properties=species:S:1:pos:R:3
C -2.839 -0.410 -0.047
N -1.451 0.038 0.241
C -0.503 -0.296 -0.872
C 0.707 0.169 -0.759
C 2.779 0.066 0.588
C 1.785 0.749 -0.308
N -1.134 0.614 1.257
H -3.164 -0.011 -1.013
H -3.450 -0.020 0.765
H -2.873 -1.503 -0.071
H -0.904 -0.889 -1.688
H 3.793 0.141 0.182
H 2.525 -0.989 0.718
H 2.772 0.546 1.573
H 1.957 1.794 -0.566
```

As for the multiplicity: 1. The value obtained for the relative energy (zero: lowest compared OMol25 entry of this formula, charge and spin) is 100.3 kcal/mol. As for the HOMO-LUMO gap: 0.3190 Ha. The value obtained for the total energy is -8290.6488 eV. The maximum force comes out at 0.6 eV/Å.